132
Properties=species:S:1:pos:R:3:forces:R:3:mulliken_charge:R:1 method="wB97M-V/def2-TZVPD" total_charge=-1 total_energy_ha=-9715.8471 lumo_energy_ev=1.28
C 5.412 -2.344 -0.118 -0.173 -0.656 -0.268 -0.64
C 5.579 -2.827 -1.676 -1.373 4.120 -4.938 0.61
O 5.408 -1.906 -2.660 1.517 -5.902 6.147 -0.60
O 5.872 -4.201 -2.120 -1.541 2.664 1.852 -0.27
C 4.946 -5.164 -1.500 -1.270 -1.288 1.100 -0.52
C 3.368 -4.684 -1.533 -0.614 -0.854 -0.124 -0.26
C 2.809 -4.312 -3.036 1.502 -0.199 -0.680 -0.02
C 2.189 -2.804 -3.187 -0.595 0.018 0.630 -1.02
C 0.525 -2.747 -3.022 2.782 1.428 1.098 -0.03
Br -0.167 -3.800 -4.627 0.027 0.418 0.868 -0.14
N 0.154 -1.293 -3.138 -0.616 -1.567 1.087 -0.14
C -0.996 -0.873 -2.260 -0.959 1.778 0.113 -0.27
C -2.442 -1.601 -2.625 -0.835 0.526 0.849 -0.39
C -3.045 -2.478 -1.334 0.022 0.446 -0.738 -0.26
C -4.645 -2.184 -1.056 0.338 -1.048 0.626 -0.41
C -5.489 -3.519 -1.544 0.081 0.717 0.019 -0.71
N -5.151 -3.796 -3.005 -0.899 -0.609 0.546 -0.43
C 0.198 -3.463 -1.589 -1.371 -3.191 6.261 0.57
O -0.504 -4.604 -1.472 3.361 5.542 -1.853 -0.72
O 0.724 -2.898 -0.304 -1.742 -1.468 -6.930 -0.79
H 5.912 -1.280 -0.030 -0.876 -2.348 -0.261 0.33
H 5.857 -3.148 0.611 -0.754 1.875 -1.622 0.20
H 4.266 -2.221 0.182 2.408 -0.344 -1.033 0.26
H 5.277 -5.386 -0.382 -0.677 0.612 -2.182 0.12
H 5.056 -6.209 -2.064 -0.075 2.514 0.892 0.32
H 2.737 -5.635 -1.182 1.433 2.175 -0.455 0.47
H 3.120 -3.808 -0.798 0.516 -1.766 -1.290 -0.06
H 2.109 -5.182 -3.385 1.034 1.993 0.612 0.39
H 3.762 -4.356 -3.753 -2.018 0.120 1.383 -0.04
H 2.605 -2.169 -2.282 -0.880 -1.179 -1.872 0.26
H 2.458 -2.264 -4.210 -0.517 -1.355 2.145 0.32
H 0.970 -0.645 -3.099 -0.957 -1.144 0.227 0.33
H -0.755 -0.897 -1.091 -0.488 -0.485 -2.473 0.06
H -1.178 0.285 -2.490 0.537 -2.322 0.345 0.22
H -2.426 -2.219 -3.618 0.220 1.102 2.046 0.03
H -3.253 -0.740 -2.794 1.903 -1.688 0.260 0.39
H -2.913 -3.607 -1.613 -0.078 2.159 0.894 0.19
H -2.427 -2.193 -0.371 -1.183 -0.769 -2.018 0.33
H -5.037 -1.192 -1.545 0.768 -2.001 0.727 0.27
H -4.770 -2.068 0.108 0.044 -0.186 -2.183 0.13
H -6.661 -3.334 -1.410 2.469 -0.559 -0.121 0.31
H -5.127 -4.450 -0.927 -0.864 1.943 -0.920 0.29
H -5.969 -3.608 -3.631 1.173 -0.512 0.883 0.20
H -4.793 -4.775 -3.136 -0.773 1.497 0.091 0.20
C 7.823 -4.578 -5.731 -0.606 0.444 0.428 -0.36
C 7.267 -5.557 -4.700 0.502 0.420 0.455 0.33
O 6.680 -6.608 -5.463 0.299 -0.036 -1.378 -0.28
S 7.522 -6.793 -6.847 -0.130 -0.153 0.124 1.09
O 8.462 -7.877 -6.663 -1.147 1.252 -0.601 -0.56
O 6.598 -6.733 -7.956 1.219 -0.397 1.307 -0.53
O 8.346 -5.388 -6.782 -0.215 -1.149 0.006 -0.33
H 7.029 -3.951 -6.147 0.062 -0.032 0.126 0.33
H 8.608 -3.941 -5.314 -0.014 -0.253 -0.208 0.31
H 6.525 -5.095 -4.045 0.005 -0.172 -0.248 -0.21
H 8.070 -5.989 -4.093 -0.027 0.105 -0.019 0.22
C 8.846 -3.363 4.184 0.495 0.227 -0.401 -0.33
C 8.430 -1.899 4.079 0.294 -0.003 0.636 -0.32
O 7.199 -1.911 3.361 -0.294 -1.027 -0.190 -0.30
S 6.394 -3.285 3.714 -0.698 -0.025 0.216 1.08
O 5.426 -2.989 4.747 1.213 -0.636 -1.554 -0.57
O 6.046 -3.942 2.475 0.298 0.778 1.875 -0.51
O 7.637 -4.089 4.397 -0.745 0.679 -0.143 -0.32
H 9.294 -3.714 3.249 0.011 0.072 0.082 0.27
H 9.544 -3.536 5.008 -0.317 -0.080 -0.044 0.31
H 9.174 -1.291 3.558 -0.305 -0.105 -0.112 0.31
H 8.240 -1.471 5.069 0.103 -0.045 -0.062 0.29
C -0.001 -3.842 -8.791 -0.129 -0.644 -0.033 -0.30
C -0.796 -3.739 -10.090 0.642 0.100 -0.191 -0.34
O -2.007 -3.075 -9.735 0.033 0.262 0.849 -0.32
S -1.702 -2.032 -8.519 -0.160 0.227 0.707 1.08
O -1.516 -0.716 -9.089 -0.333 -1.486 0.860 -0.56
O -2.629 -2.300 -7.444 1.072 0.628 -1.697 -0.49
O -0.238 -2.616 -8.101 -0.845 0.572 -0.730 -0.24
H -0.370 -4.661 -8.167 0.066 0.040 -0.070 0.25
H 1.069 -3.976 -8.972 -0.176 0.245 0.137 0.32
H -1.007 -4.717 -10.528 -0.212 0.203 0.161 0.30
H -0.273 -3.117 -10.824 0.030 -0.105 0.041 0.29
C -0.754 1.094 2.227 0.574 0.368 -0.490 -0.34
C -1.170 2.558 2.122 0.541 -0.270 0.728 0.00
O -2.401 2.546 1.404 -0.687 -1.092 -0.147 -0.28
S -3.206 1.172 1.756 0.487 -0.369 -0.663 0.84
O -4.174 1.469 2.789 0.742 -0.521 -1.066 -0.45
O -3.554 0.515 0.518 0.028 1.089 1.833 -0.36
O -1.963 0.368 2.440 -1.230 0.683 -0.070 -0.33
H -0.306 0.743 1.292 0.002 0.000 0.105 0.27
H -0.056 0.921 3.051 -0.319 -0.107 -0.061 0.32
H -0.426 3.166 1.601 -0.824 -0.645 0.239 0.20
H -1.360 2.986 3.112 0.052 -0.038 0.006 0.19
C 0.956 5.021 -2.259 -0.449 -0.584 -0.579 -0.30
C -0.448 5.613 -2.178 0.347 0.423 -0.647 -0.35
O -0.834 5.474 -0.812 1.003 -0.359 0.983 -0.31
S 0.493 5.597 0.128 -0.134 0.221 -0.566 1.08
O 0.576 6.956 0.616 0.127 -1.776 -0.176 -0.55
O 0.546 4.444 0.997 0.497 2.309 -1.045 -0.56
O 1.605 5.411 -1.050 -0.751 0.541 1.011 -0.30
H 0.921 3.927 -2.288 -0.021 0.114 -0.054 0.28
H 1.511 5.390 -3.126 0.029 0.051 0.343 0.31
H -1.156 5.099 -2.833 0.033 -0.031 0.366 0.34
H -0.440 6.681 -2.420 0.012 -0.108 -0.049 0.27
C -6.392 2.002 4.782 0.961 -0.026 -0.363 -0.23
C -5.681 1.981 6.132 -0.149 -0.863 -0.210 -0.32
O -6.011 3.223 6.748 -0.959 0.753 -0.455 -0.35
S -7.507 3.668 6.274 0.260 -0.061 -0.447 1.11
O -8.444 3.268 7.300 0.754 0.787 -1.105 -0.51
O -7.439 5.013 5.751 -0.310 -1.572 1.049 -0.57
O -7.650 2.631 5.024 -0.301 0.675 1.388 -0.30
H -5.842 2.610 4.056 -0.053 -0.211 0.123 0.27
H -6.540 0.998 4.377 -0.159 0.273 0.091 0.33
H -4.598 1.877 6.030 -0.205 0.275 0.037 0.31
H -6.065 1.176 6.767 0.070 0.013 -0.089 0.28
C -11.281 4.350 8.641 0.782 0.125 -0.354 -0.22
C -10.596 4.937 9.872 0.175 -0.778 0.044 -0.31
O -11.361 6.091 10.211 -1.019 0.142 -0.586 -0.32
S -12.921 5.828 9.811 -0.189 0.048 0.063 1.07
O -13.625 5.399 10.999 0.610 0.693 -1.607 -0.53
O -13.370 6.922 8.982 0.408 -1.267 1.310 -0.53
O -12.679 4.523 8.864 -0.293 0.733 0.997 -0.32
H -11.009 4.903 7.737 0.064 -0.106 0.108 0.28
H -11.045 3.291 8.503 -0.234 0.209 0.064 0.30
H -9.555 5.207 9.680 -0.287 0.174 0.002 0.28
H -10.641 4.242 10.717 0.052 0.000 -0.111 0.31
C 3.230 8.199 2.501 -0.764 0.014 0.117 -0.06
C 3.036 9.700 2.303 -0.121 -0.294 -0.711 -0.34
O 3.904 10.317 3.250 0.689 -0.717 0.544 -0.32
S 5.217 9.372 3.459 0.318 0.035 0.061 1.09
O 6.280 9.884 2.622 -1.156 -0.755 1.295 -0.53
O 5.380 9.123 4.872 0.014 0.531 -1.803 -0.53
O 4.622 8.025 2.759 0.564 1.063 0.186 -0.31
H 2.675 7.842 3.375 -0.015 0.047 -0.118 0.29
H 2.931 7.624 1.621 0.254 0.097 0.171 0.07
H 2.002 10.011 2.467 0.276 0.028 0.190 0.30
H 3.354 10.009 1.301 -0.097 -0.078 0.048 0.32

---

59
Properties=species:S:1:pos:R:3:forces:R:3:mulliken_charge:R:1 method="wB97M-V/def2-TZVPD" total_charge=+1 total_energy_ha=-1250.7651 lumo_energy_ev=-5.53
C 5.268 -1.555 3.157 -0.110 0.130 -0.174 -0.51
C 4.445 -2.207 2.235 -0.066 -0.068 -0.192 -0.48
C 3.638 -1.480 1.355 0.156 0.482 0.215 -0.36
C 3.692 -0.084 1.400 0.013 -0.511 0.700 0.59
O 2.808 0.663 0.607 -1.332 0.261 -0.068 -0.43
C 1.472 0.703 1.013 1.532 0.168 0.162 0.16
C 1.070 1.791 1.808 -0.071 -0.274 -0.038 -0.46
C -0.206 1.790 2.321 -0.219 0.072 0.146 -0.69
C -1.160 0.788 1.964 0.152 -0.053 -0.023 0.38
C -2.419 0.825 2.613 0.543 -0.190 -0.677 -0.03
C -3.506 -0.079 2.428 -0.720 -0.740 0.330 0.72
C -4.817 0.394 2.742 0.312 -0.249 -0.039 -0.43
C -5.933 -0.421 2.578 0.317 0.044 -0.120 -0.74
C -5.787 -1.719 2.060 0.122 0.405 0.032 -0.31
C -4.513 -2.219 1.751 0.301 0.257 0.220 -0.73
C -3.380 -1.441 2.000 -0.390 0.254 -0.146 -0.33
C -0.747 -0.194 1.002 0.182 -0.309 0.101 -0.57
C 0.577 -0.296 0.611 -0.247 0.008 -0.076 -0.50
C 4.555 0.591 2.268 -0.463 -0.274 -0.046 -0.38
C 5.308 -0.156 3.177 0.102 -0.111 -0.248 -0.38
H 5.889 -2.139 3.842 -0.282 0.267 -0.240 0.38
H 4.421 -3.297 2.182 0.047 0.345 0.110 0.35
H 2.961 -1.957 0.643 0.341 0.011 0.275 0.28
H 1.788 2.573 2.048 -0.142 -0.240 -0.018 0.45
H -0.518 2.553 3.036 0.123 -0.143 -0.190 0.41
H -2.567 1.654 3.317 -0.085 -0.129 -0.204 0.01
H -4.911 1.424 3.096 -0.103 -0.370 -0.110 0.53
H -6.916 -0.037 2.849 0.242 -0.159 -0.140 0.41
H -6.673 -2.342 1.910 0.342 0.202 0.043 0.39
H -4.399 -3.227 1.339 -0.049 0.387 0.337 0.41
H -2.395 -1.896 1.904 -0.377 0.131 0.050 0.73
H -1.455 -0.910 0.584 0.231 0.379 0.157 0.78
H 0.947 -1.122 -0.011 -0.366 0.563 0.170 0.49
H 4.580 1.682 2.247 0.018 -0.330 0.079 0.43
H 5.939 0.362 3.897 -0.085 -0.129 -0.205 0.37
C 0.145 2.516 9.643 -0.051 0.184 -0.055 -0.74
O -0.972 2.390 8.759 0.443 -0.300 0.242 -0.28
C -0.741 1.485 7.694 -0.339 -0.198 0.242 -0.72
C -2.074 1.094 7.056 0.702 -0.482 0.337 -0.58
N -2.577 2.042 6.110 0.066 0.503 -0.330 0.08
C -4.026 2.164 6.070 0.161 0.327 -0.296 -0.19
C -4.431 3.625 5.883 -0.078 0.014 0.290 -0.67
O -3.411 4.243 5.115 -0.581 0.218 -0.384 -0.32
C -3.757 5.496 4.548 0.033 0.319 -0.023 -0.82
H -0.208 3.075 10.515 0.101 -0.092 -0.230 0.24
H 0.547 1.547 9.990 -0.356 0.154 -0.237 0.30
H 0.975 3.068 9.174 -0.221 -0.079 0.027 0.29
H -0.061 1.946 6.954 -0.058 -0.244 0.063 0.34
H -0.301 0.542 8.072 0.105 0.451 -0.063 0.46
H -1.872 0.146 6.542 -0.268 -0.173 0.169 0.30
H -2.807 0.932 7.861 0.284 -0.200 -0.015 0.24
H -2.106 2.939 6.188 -0.401 -0.120 0.075 0.22
H -4.430 1.586 5.220 0.072 -0.054 0.365 -0.21
H -4.484 1.790 6.999 0.012 -0.025 -0.261 0.46
H -5.400 3.640 5.350 0.253 0.307 0.245 0.39
H -4.533 4.118 6.875 0.015 -0.068 -0.575 0.39
H -2.958 5.731 3.841 -0.138 0.058 0.079 0.25
H -4.717 5.487 4.002 0.259 -0.247 0.203 0.32
H -3.807 6.309 5.293 0.018 -0.341 -0.044 0.30

---

14
Properties=species:S:1:pos:R:3:forces:R:3:mulliken_charge:R:1 method="wB97M-V/def2-TZVPD" total_charge=0 total_energy_ha=-2258.6189 lumo_energy_ev="-2.72 / -2.72"
Cu 1.368 0.879 2.264 -1.386 0.021 -1.493 0.70
Mg 1.673 1.027 -0.902 -3.866 -0.066 -0.184 0.69
O -0.736 2.347 -0.037 0.163 -2.573 -0.279 -0.73
O -0.701 0.688 -1.656 1.234 -0.696 0.255 -0.76
O -0.504 0.163 0.585 2.039 -1.286 2.009 -0.15
C 0.158 -1.090 0.286 -1.264 0.705 -0.037 -0.36
C 1.637 -0.959 -0.085 0.339 -0.175 0.490 -1.03
C -1.155 0.939 -0.451 2.381 3.588 -0.074 0.53
H 0.037 -1.612 1.251 0.065 -0.316 -0.483 0.33
H -0.432 -1.564 -0.511 0.388 -0.095 0.197 0.31
H 1.877 -1.758 -0.806 0.329 0.508 0.064 0.33
H 2.262 -1.162 0.810 -0.086 -0.074 -0.238 0.28
O -2.495 0.671 -0.208 -0.394 0.456 -0.168 -0.47
H -2.989 1.429 -0.539 0.058 0.004 -0.060 0.34